# 1
# C12H6Cl2F5HoN4O4S2

C12H6Cl2F5HoN4O4S2 as an isolated structure in a non-equilibrium geometry (the ωB97M-V functional and the def2-TZVPD basis, the OMol25 dataset).

```
36
C12H6Cl2F5HoN4O4S2 (the ωB97M-V functional and the def2-TZVPD basis)
Ho -0.4800 -0.6123 -0.1374
N 0.5651 1.5920 2.8337
C -0.0439 2.2671 1.8378
N -0.6426 1.6788 0.8243
C -1.3018 2.6234 0.0397
C -1.1465 3.9074 0.4192
S -0.1755 3.9867 1.8463
C -2.1450 2.1084 -1.0375
C -2.7641 2.7961 -2.0196
S -3.7651 1.7167 -2.9359
C -3.2511 0.4053 -1.9269
N -2.3818 0.7481 -1.0039
N -3.7182 -0.8412 -2.0656
H 0.8404 0.6442 2.6125
H 1.2326 2.0858 3.4034
H -1.5852 4.7901 -0.0109
H -2.7061 3.8449 -2.2499
H -4.2688 -1.1083 -2.8593
H -3.4349 -1.5422 -1.3923
O 0.7799 -0.5263 -4.0508
Cl 0.5552 -0.6257 -2.6733
O -0.6993 -1.3621 -2.3478
O 1.5876 -1.2832 -1.9239
O 0.3495 0.6865 -2.0262
Cl -2.3776 -2.0035 0.7489
F 0.4276 -2.9945 0.0583
C 1.5247 -2.5813 0.7935
C 1.5513 -1.2584 1.1790
C 2.7233 -0.9117 1.8226
F 2.9459 0.3674 2.2299
C 3.7572 -1.7965 2.0922
F 4.8621 -1.4005 2.7307
C 3.6459 -3.1159 1.6831
F 4.6311 -3.9786 1.9279
C 2.5094 -3.5254 1.0051
F 2.3986 -4.7811 0.5731
```

Values from the calculation:
- Relative energy (zero: lowest compared OMol25 entry of this formula, charge and spin): 0.00 kJ/mol
- Multiplicity: 5
- HOMO-LUMO gap (spin up / spin down): 8.63 / 8.63 eV
- Total charge: 0

# 2
# C33H41NO10P4S3W

C33H41NO10P4S3W as an isolated structure in a non-equilibrium geometry (the ωB97M-V functional and the def2-TZVPD basis, the OMol25 dataset).

```
93
C33H41NO10P4S3W (the ωB97M-V functional and the def2-TZVPD basis)
W 1.1443 -0.0649 -0.4113
S 0.0699 -1.7005 -1.9203
P -1.5104 -0.9286 -1.1662
C -0.9430 -0.0968 0.2170
P -0.6976 -1.0301 1.6347
S 0.7977 -2.2957 1.3284
C -0.2626 0.1271 2.9811
C 0.5590 -0.2935 4.0223
C 0.9118 0.5841 5.0359
C 0.4367 1.8919 5.0183
C -0.4031 2.3095 3.9932
C -0.7530 1.4260 2.9768
C -2.0977 -1.9120 2.4219
C -2.0731 -3.2907 2.5810
C -3.1151 -3.9386 3.2357
C -4.1902 -3.2116 3.7221
C -4.2278 -1.8318 3.5550
C -3.1874 -1.1859 2.9072
C -2.9664 -1.9364 -0.7916
C -2.8623 -3.3241 -0.7775
C -3.9625 -4.1033 -0.4424
C -5.1624 -3.4919 -0.1158
C -5.2655 -2.1047 -0.1208
C -4.1743 -1.3235 -0.4631
C -2.3637 0.3422 -2.1693
C -3.1037 -0.0360 -3.2869
C -3.7755 0.9167 -4.0420
C -3.7021 2.2554 -3.6829
C -2.9670 2.6359 -2.5655
C -2.3000 1.6829 -1.8039
H 0.9406 -1.3070 4.0215
H 1.5638 0.2529 5.8345
H 0.7163 2.5816 5.8064
H -0.7847 3.3234 3.9806
H -1.3935 1.7455 2.1646
H -1.2246 -3.8496 2.2036
H -3.0862 -5.0142 3.3617
H -5.0014 -3.7172 4.2317
H -5.0674 -1.2613 3.9334
H -3.2123 -0.1086 2.7855
H -1.9127 -3.7888 -1.0228
H -3.8794 -5.1830 -0.4296
H -6.0223 -4.0952 0.1475
H -6.2016 -1.6298 0.1446
H -4.2559 -0.2440 -0.4625
H -3.1648 -1.0829 -3.5659
H -4.3586 0.6142 -4.9030
H -4.2211 3.0024 -4.2711
H -2.9141 3.6788 -2.2782
H -1.7293 1.9628 -0.9259
N 2.9774 3.2146 2.4791
C 3.0926 2.8560 0.9908
C 4.1937 3.7008 0.3606
P 3.6329 1.0590 1.1583
O 4.6269 0.6537 0.0193
O 4.3909 1.0965 2.4497
O 2.3042 0.2633 1.2484
P 1.4378 3.1928 0.2061
O 0.9176 4.2173 1.3789
O 1.4450 3.9572 -1.0580
O 0.5905 1.9300 0.3745
H 3.6659 2.5516 2.9325
H 2.0425 3.0119 2.8427
H 3.1711 4.1988 2.6347
H 5.1671 3.4666 0.7976
H 3.9824 4.7666 0.4817
H 4.2323 3.4912 -0.7068
H 4.2538 0.4455 -0.8703
H 0.2792 4.8255 0.9829
C 1.4530 0.0677 -4.5830
C 1.4882 0.9964 -3.3854
C 1.9010 2.3999 -3.8097
O 0.2318 1.0418 -2.6903
C 2.4325 0.5328 -2.2858
O 3.5402 0.0035 -2.5529
O 2.3295 1.2953 -1.1829
H 0.8426 0.5123 -5.3730
H 1.0450 -0.9056 -4.3244
H 2.4695 -0.0641 -4.9551
H 1.2130 2.7587 -4.5822
H 2.9065 2.3724 -4.2353
H 1.8835 3.0819 -2.9626
H -0.3263 1.7274 -3.0703
C 4.9226 -2.4749 -1.4674
S 3.1612 -2.3871 -1.6559
C 2.7930 -3.9935 -0.9613
O 2.7667 -1.4666 -0.4680
H 5.1336 -2.3323 -0.4066
H 5.3627 -1.6751 -2.0589
H 5.2639 -3.4481 -1.8187
H 3.2307 -4.7510 -1.6138
H 1.7092 -4.0935 -0.9357
H 3.1993 -4.0477 0.0486
```

Values from the calculation:
- Relative energy (zero: lowest compared OMol25 entry of this formula, charge and spin): 295.57 kJ/mol
- HOMO-LUMO gap (spin up / spin down): 7.33 / 7.33 eV
- Total charge: 0

# 3
# C25H22NO4STi

C25H22NO4STi as an isolated structure in a non-equilibrium geometry (the ωB97M-V functional and the def2-TZVPD basis, the OMol25 dataset).

```
54
C25H22NO4STi (the ωB97M-V functional and the def2-TZVPD basis)
C -0.3456 2.7598 0.1100
C 0.4817 2.4522 -1.0315
C -0.1988 1.4631 -1.8535
H 1.4156 2.9622 -1.2951
C -1.4838 1.2073 -1.2535
C -1.5449 1.9875 -0.0317
H -2.4136 2.0244 0.6627
H -0.1450 3.4805 0.9602
H 0.0408 1.1763 -2.9112
H -2.3220 0.6329 -1.6944
C -0.6004 -2.0146 1.6412
C -0.9118 -0.8126 2.3176
C -1.9176 -0.1298 1.6147
H -0.5514 -0.4738 3.2837
C -2.3389 -0.9625 0.5169
C -1.4057 -2.0554 0.4257
H -1.4044 -2.8336 -0.3524
H -0.0792 -2.8639 2.0969
H -2.1490 0.9315 1.8620
H -3.2364 -0.8507 -0.1090
Ti -0.0981 -0.2084 -0.0261
O 0.7301 -1.1879 -1.4528
C 1.3970 -1.9581 -2.5121
C 0.1112 -1.7399 -3.2223
H 2.3238 -1.4145 -2.8564
H 1.4339 -3.0595 -2.3036
H -0.1041 -0.7815 -3.7260
H -1.8809 -1.8034 -5.0119
C -1.8349 -2.7216 -4.4246
C -0.8841 -2.8160 -3.3587
C -0.8895 -4.0981 -2.7245
H -0.1900 -4.4090 -1.9223
C -1.6352 -5.1819 -3.2111
H -1.5708 -6.1922 -2.8084
C -2.4956 -5.1001 -4.3218
H -3.0466 -5.9597 -4.7880
C -2.5398 -3.8228 -4.8969
H -3.1156 -3.6949 -5.7841
O 2.0115 1.0106 5.8818
S 1.1209 1.6136 4.9202
O -0.1228 2.1862 5.3758
N 0.9717 0.7471 3.5282
C 1.3707 1.2654 2.3912
O 1.1530 0.6102 1.2443
C 2.0126 2.5751 2.6642
C 2.5086 3.5523 1.7757
C 3.2571 4.6098 2.2977
C 3.4363 4.7557 3.6854
C 2.7386 3.9111 4.5523
C 2.0333 2.8290 4.0396
H 2.3185 3.4902 0.6955
H 3.7378 5.3324 1.6314
H 4.0981 5.5283 4.0892
H 2.7539 4.0516 5.6197
```

Values from the calculation:
- HOMO-LUMO gap: 5.83 eV
- Total charge: +1